# 1
Molecular formula: C69H58BaBr2FN8O5S
Method: DFT, the ωB97M-V functional and the def2-TZVPD basis

Spin multiplicity = 1
Charge = -1
HOMO level = -4.13 eV
HOMO-LUMO gap = 5.47 eV

The geometry in XYZ format:
```
145
C69H58BaBr2FN8O5S, DFT the ωB97M-V functional and the def2-TZVPD basis
Ba -0.1721 0.1587 -0.8705
C -2.1541 -0.2352 -5.5049
C -1.4752 0.2406 -4.4483
N -2.0852 0.2225 -3.1351
C -2.8676 -1.0023 -3.0446
C -3.6425 -1.2882 -4.1858
N -3.3594 -0.8726 -5.3956
C -2.7119 -1.9011 -1.9610
C -3.1689 -3.2361 -2.1001
C -2.9299 -4.1858 -1.1298
C -2.2717 -3.7491 0.0321
C -1.8359 -2.4347 0.1240
N -2.0157 -1.5374 -0.8513
C -1.0641 -2.0337 1.3139
C -1.2960 -2.6549 2.5438
N -0.2680 -2.7578 3.4089
C 0.7298 -1.9639 3.2789
C 0.6587 -0.7873 2.3371
N -0.0217 -1.2231 1.1399
C -3.3021 -5.5943 -1.3394
C -4.1438 -5.9902 -2.3843
C -4.4636 -7.3257 -2.5452
N -4.0283 -8.2903 -1.7501
C -3.2288 -7.9293 -0.7594
C -2.8375 -6.6242 -0.5157
H -1.7527 -0.1856 -6.5108
H -0.5221 0.7478 -4.5387
H -4.5221 -1.9216 -4.1147
H -3.6139 -3.5132 -3.0383
H -2.0433 -4.4272 0.8345
H -2.1836 -3.2249 2.7708
H 1.6501 -2.1889 3.7958
H 0.1048 0.0443 2.8034
H -4.5554 -5.2668 -3.0686
H -5.1115 -7.6467 -3.3522
H -2.8892 -8.7446 -0.1305
H -2.1736 -6.4258 0.3095
C 0.6232 4.7112 0.3000
C 1.3169 4.3468 1.6190
C 2.1205 5.5232 2.1795
O 2.1905 3.2490 1.4466
C 1.4454 2.0626 1.6767
C 0.1613 2.5271 2.3953
O 0.3846 3.9214 2.5815
C -1.1718 2.1840 1.5904
O -0.8722 1.7123 0.3488
C -2.0772 1.1887 2.3474
C -2.1075 0.9846 3.7216
C -3.0192 0.1069 4.2853
C -3.9195 -0.5831 3.4950
C -3.9245 -0.3644 2.1287
C -3.0217 0.5201 1.5736
C -2.0889 3.4150 1.5918
C -2.7745 3.7625 0.4381
C -3.6269 4.8528 0.4228
C -3.8037 5.6170 1.5620
C -3.1553 5.2504 2.7289
C -2.3186 4.1503 2.7495
C 2.3701 0.9900 2.3139
O 1.9576 -0.3315 1.9731
C 3.7152 1.1751 1.6101
C 4.6647 2.0570 2.1115
C 5.8651 2.2494 1.4533
C 6.1456 1.5470 0.2935
C 5.2024 0.6722 -0.2144
C 3.9877 0.5027 0.4272
C 2.6092 1.1284 3.8101
C 2.3622 2.2995 4.5171
C 2.6888 2.3858 5.8605
C 3.2758 1.3142 6.5118
C 3.5469 0.1513 5.8104
C 3.2260 0.0692 4.4688
H 1.3485 5.1241 -0.3968
H -0.1570 5.4386 0.5039
H 0.1595 3.8180 -0.1173
H 2.8476 5.8432 1.4394
H 2.6480 5.2157 3.0804
H 1.4482 6.3423 2.4160
H 1.1502 1.6417 0.7100
H 0.0974 2.1008 3.3969
H -1.4280 1.4930 4.3920
H -3.0163 -0.0420 5.3571
H -4.6193 -1.2730 3.9453
H -4.6294 -0.8851 1.4933
H -3.0388 0.7042 0.5118
H -2.6244 3.1662 -0.4492
H -4.1497 5.1201 -0.4822
H -4.4449 6.4887 1.5432
H -3.3000 5.8329 3.6289
H -1.8321 3.8777 3.6718
H 4.4631 2.6044 3.0180
H 6.5908 2.9475 1.8469
H 7.0900 1.6835 -0.2140
H 5.4085 0.1164 -1.1200
H 3.2539 -0.1681 0.0108
H 1.9323 3.1606 4.0315
H 2.4846 3.3040 6.3959
H 3.5328 1.3900 7.5586
H 4.0142 -0.6901 6.3039
H 3.4704 -0.8164 3.9028
Br 6.3422 1.7695 -4.2325
C 4.5776 1.5170 -3.5604
C 4.0707 2.3997 -2.6122
C 2.8119 2.1192 -2.1083
N 2.0772 1.0893 -2.4895
C 2.5515 0.2614 -3.4370
C 3.8257 0.4482 -3.9920
C 1.7059 -0.8493 -3.8713
C 1.8153 -1.3590 -5.1702
C 0.9611 -2.3755 -5.5438
Br 1.0237 -3.0466 -7.3143
C 0.0454 -2.8898 -4.6432
C 0.0331 -2.3295 -3.3757
N 0.8116 -1.3325 -2.9956
H 4.6437 3.2406 -2.2594
H 2.3858 2.7578 -1.3476
H 4.2245 -0.2497 -4.7108
H 2.5104 -0.9426 -5.8828
H -0.6362 -3.6807 -4.9113
H -0.6446 -2.7173 -2.6381
O 1.1020 -4.1965 -1.7880
S 1.1520 -3.3981 -0.5460
C 2.9359 -3.0340 -0.3212
C 3.5288 -4.4040 -0.0822
C 2.7227 -4.9743 1.0808
C 1.2546 -4.6624 0.8030
H 3.0185 -2.3863 0.5485
H 3.3105 -2.5406 -1.2139
H 4.5985 -4.3723 0.1350
H 3.3681 -5.0107 -0.9777
H 3.0395 -4.4910 2.0075
H 2.8867 -6.0477 1.1857
H 0.7427 -4.2528 1.6690
H 0.7058 -5.5168 0.4150
F -4.6152 5.1568 -2.9809
C -4.0096 3.9387 -2.9420
C -2.6353 3.8716 -3.0873
C -2.0311 2.6333 -3.0976
C -2.7794 1.4584 -2.9783
C -4.1539 1.5616 -2.7906
C -4.7723 2.8020 -2.7696
H -2.0625 4.7797 -3.1837
H -0.9574 2.5623 -3.1928
H -4.7558 0.6713 -2.6888
H -5.8403 2.8822 -2.6337
```

***

# 2
Molecular formula: C69H60BaGe2N3O2P3S3
Method: DFT, the ωB97M-V functional and the def2-TZVPD basis

Energy relative to the best compared isomer or geometry (same formula, charge and spin) = 47.90 kcal per mole
Spin multiplicity = 2
Expectation value of S² = 0.762
Charge = -1
HOMO level (spin up / spin down) = -3.81 / -3.81 eV
HOMO-LUMO gap (spin up / spin down) = 5.44 / 4.74 eV

The geometry in XYZ format:
```
143
C69H60BaGe2N3O2P3S3, DFT the ωB97M-V functional and the def2-TZVPD basis
Ba -0.9510 0.4416 -0.1705
S 0.4361 2.5286 1.2421
P 1.0600 1.2386 2.6314
C 2.2161 0.0451 2.1897
P 1.6840 -1.4682 1.6211
S 0.9449 -1.6686 -0.2743
C 0.6260 -2.5082 2.7042
C -0.7363 -2.6568 2.4825
C -1.5157 -3.3697 3.3749
C -0.9386 -3.9368 4.4977
C 0.4220 -3.7908 4.7252
C 1.2008 -3.0742 3.8383
C 3.2171 -2.4348 1.5167
C 4.4365 -1.7727 1.5098
C 5.6096 -2.4819 1.3342
C 5.5652 -3.8573 1.1692
C 4.3464 -4.5192 1.1561
C 3.1724 -3.8088 1.3161
C -0.3316 0.7992 3.7472
C -0.0502 -0.1361 4.7349
C -1.0120 -0.4755 5.6642
C -2.2553 0.1360 5.6245
C -2.5291 1.0874 4.6566
C -1.5744 1.4127 3.7098
C 1.9946 2.3503 3.7412
C 1.3268 3.3313 4.4639
C 2.0399 4.2669 5.1891
C 3.4255 4.2349 5.1888
C 4.0935 3.2533 4.4746
C 3.3798 2.3134 3.7533
H -1.1901 -2.2344 1.5943
H -2.5740 -3.4881 3.1862
H -1.5476 -4.4935 5.1972
H 0.8713 -4.2392 5.6012
H 2.2628 -2.9472 4.0111
H 4.4465 -0.6997 1.6462
H 6.5580 -1.9605 1.3235
H 6.4832 -4.4163 1.0483
H 4.3137 -5.5899 1.0049
H 2.2122 -4.3085 1.2800
H 0.9352 -0.5837 4.7553
H -0.7902 -1.2077 6.4286
H -3.0125 -0.1275 6.3526
H -3.4904 1.5768 4.6348
H -1.7828 2.1610 2.9573
H 0.2450 3.3487 4.4472
H 1.5141 5.0244 5.7558
H 3.9888 4.9748 5.7420
H 5.1745 3.2210 4.4808
H 3.8746 1.5311 3.1943
O -4.2598 0.8597 2.2616
C -3.8777 -0.1007 1.6018
O -2.9515 -0.0720 0.7269
C -4.5030 -1.4570 1.7798
C -5.4054 -1.7055 2.8030
C -5.8929 -2.9843 3.0012
C -5.4659 -4.0146 2.1774
C -4.5949 -3.7618 1.1317
C -4.1166 -2.4736 0.9020
P -2.9324 -2.0701 -0.4331
C -2.9555 -3.7238 -1.2861
C -4.0146 -4.2061 -2.0485
C -3.9671 -5.4777 -2.5888
C -2.8597 -6.2837 -2.3750
C -1.7924 -5.8075 -1.6313
C -1.8408 -4.5335 -1.0933
C -3.9662 -1.1617 -1.6381
C -3.4291 -1.0334 -2.9177
C -4.0638 -0.2637 -3.8729
C -5.2417 0.3989 -3.5592
C -5.7931 0.2567 -2.2977
C -5.1636 -0.5236 -1.3422
H -5.7085 -0.8881 3.4415
H -6.5902 -3.1789 3.8038
H -5.8153 -5.0267 2.3456
H -4.2791 -4.5762 0.4949
H -4.8821 -3.5790 -2.2063
H -4.7952 -5.8399 -3.1824
H -2.8269 -7.2773 -2.8003
H -0.9194 -6.4268 -1.4829
H -1.0072 -4.1617 -0.5100
H -2.5066 -1.5524 -3.1574
H -3.6462 -0.1768 -4.8671
H -5.7328 1.0185 -4.2984
H -6.7241 0.7531 -2.0563
H -5.6076 -0.6232 -0.3621
N -2.2746 3.5381 -4.2441
C -1.4655 2.9178 -5.1602
C -1.2466 3.1278 -6.5112
C -0.3127 2.3172 -7.1256
C 0.3786 1.3367 -6.4128
C 0.1483 1.1073 -5.0729
C -0.7892 1.9095 -4.4306
N -1.2031 1.9368 -3.1261
C -2.0767 2.9092 -3.0387
C -2.7605 3.3055 -1.8392
C -3.5540 4.4190 -1.6816
S -4.1741 4.4858 -0.0815
C -3.3205 3.0245 0.2670
N -2.6498 2.5484 -0.7144
H -2.8836 4.3173 -4.4170
H -1.7719 3.9014 -7.0539
H -0.1136 2.4508 -8.1790
H 1.1127 0.7347 -6.9261
H 0.6818 0.3457 -4.5282
H -3.7945 5.1918 -2.3809
H -3.4207 2.5415 1.2215
C 0.8644 -4.0668 -6.6891
Ge -0.2981 -3.1245 -5.3133
C -1.7794 -4.4716 -5.1062
C -1.2609 -1.7066 -6.3940
Ge 0.7427 -2.4478 -2.9325
C 2.2346 -1.2095 -3.5357
C 2.9507 -1.5069 -4.6893
C 3.9951 -0.7068 -5.1168
C 4.3571 0.4104 -4.3824
C 3.6537 0.7255 -3.2328
C 2.6003 -0.0735 -2.8254
C 1.9704 -4.0363 -2.7516
C 1.6602 -5.3041 -3.2299
C 2.5640 -6.3486 -3.1424
C 3.8028 -6.1420 -2.5580
C 4.1155 -4.8956 -2.0413
C 3.2021 -3.8626 -2.1307
H 0.2337 -4.5605 -7.4250
H 1.4767 -4.8187 -6.1997
H 1.5222 -3.3775 -7.2101
H -1.8744 -5.0762 -6.0051
H -2.7293 -3.9784 -4.9265
H -1.6014 -5.1392 -4.2730
H -2.0123 -2.1799 -7.0214
H -0.5853 -1.1436 -7.0293
H -1.7558 -1.0054 -5.7295
H 2.6854 -2.3891 -5.2574
H 4.5369 -0.9567 -6.0213
H 5.1815 1.0342 -4.7049
H 3.9270 1.5954 -2.6502
H 2.0572 0.1972 -1.9288
H 0.6967 -5.4688 -3.6957
H 2.3115 -7.3234 -3.5442
H 4.5238 -6.9479 -2.5047
H 5.0794 -4.7241 -1.5795
H 3.4507 -2.8926 -1.7193
```

***

# 3
Molecular formula: C69H88FN9O2S2
Method: DFT, the ωB97M-V functional and the def2-TZVPD basis

Structure (SMILES) = CCCCCCCCN(CCCCCCCC)C(=S)SCCCC1=C(C[C@H](C)F)C(=O)C=CC1=O.c1ccncc1.c1ccncc1.c1ccncc1.c1ccncc1.c1ccncc1.c1ccncc1.c1ccncc1.c1ccncc1
Spin multiplicity = 1
Charge = 0
HOMO level = -7.75 eV
HOMO-LUMO gap = 6.30 eV

The geometry in XYZ format:
```
171
C69H88FN9O2S2, DFT the ωB97M-V functional and the def2-TZVPD basis
C 9.6399 -3.5112 0.0016
C 8.5079 -2.4919 0.0926
C 8.1932 -1.8636 -1.2672
C 7.4691 -0.5178 -1.1945
C 6.2618 -0.4938 -0.2474
C 5.0231 -1.1645 -0.8625
C 3.9782 -0.1672 -1.3549
C 3.2865 0.6507 -0.2609
N 2.1434 -0.0433 0.3570
C 0.8579 0.3789 -0.2163
C 0.3993 1.8288 -0.0195
C -0.5599 2.2352 -1.1400
C -1.8810 1.4786 -1.0576
C -3.0175 2.1327 -1.8500
C -4.4152 1.6007 -1.4774
C -5.0790 0.7350 -2.5499
C -4.1903 -0.4087 -3.0757
C 2.2164 -0.3365 1.6885
S 3.5879 -0.8222 2.4455
S 0.7423 -0.1676 2.7083
C -0.2503 -1.5937 2.1905
C 0.1653 -2.9114 2.8319
C -0.8391 -4.0679 2.5703
C -1.7841 -3.8044 1.4300
C -1.4721 -3.9955 0.1268
C -0.1312 -4.4868 -0.3409
C -0.1382 -5.7984 -1.1591
C 0.0281 -5.6779 -2.6683
F -1.3247 -6.4991 -0.8757
C -2.4592 -3.6435 -0.9210
O -2.2221 -3.8280 -2.1047
C -3.7331 -3.0160 -0.5242
C -4.0570 -2.8401 0.7592
C -3.1230 -3.2555 1.8225
O -3.4237 -3.1286 2.9964
H 10.6111 -3.0275 -0.1061
H 9.4782 -4.2143 -0.8176
H 9.6840 -4.1103 0.9145
H 8.7809 -1.7087 0.8033
H 7.6220 -3.0075 0.4694
H 9.1403 -1.7181 -1.7949
H 7.6171 -2.5766 -1.8625
H 7.0729 -0.3083 -2.1960
H 8.1679 0.2896 -0.9728
H 6.0425 0.5576 -0.0464
H 6.5095 -0.9554 0.7062
H 5.3587 -1.7301 -1.7393
H 4.5840 -1.8995 -0.1881
H 3.2046 -0.7118 -1.9017
H 4.4716 0.5294 -2.0383
H 3.9927 0.9524 0.5089
H 2.9134 1.5589 -0.7351
H 0.0712 -0.2865 0.1279
H 0.9429 0.1980 -1.2929
H -0.1685 1.8775 0.9108
H 1.2324 2.5257 0.0496
H -0.0838 2.0075 -2.1019
H -0.7284 3.3117 -1.1162
H -1.7558 0.4589 -1.4333
H -2.2043 1.4075 -0.0140
H -2.9799 3.2079 -1.6579
H -2.8584 2.0088 -2.9240
H -4.3904 1.0631 -0.5259
H -5.0712 2.4607 -1.3123
H -5.3944 1.3504 -3.3920
H -5.9968 0.3050 -2.1430
H -4.7547 -1.3340 -3.1837
H -3.3702 -0.6060 -2.3850
H -3.7686 -0.1610 -4.0483
H -1.2707 -1.3285 2.4698
H -0.1790 -1.6849 1.1100
H 1.1232 -3.2017 2.3932
H 0.3394 -2.7897 3.8981
H -0.2957 -4.9882 2.3654
H -1.4303 -4.2293 3.4673
H 0.3742 -3.7067 -0.9145
H 0.4923 -4.6681 0.5326
H 0.6622 -6.4330 -0.7747
H -0.9424 -5.7570 -3.1508
H 0.4700 -4.7209 -2.9337
H 0.6527 -6.4840 -3.0523
H -4.3830 -2.7008 -1.3309
H -4.9917 -2.3884 1.0653
C -0.4421 6.4430 3.2988
C 0.7465 5.8390 2.9237
C 0.7815 5.1448 1.7241
N -0.2638 5.0222 0.9088
C -1.4014 5.6044 1.2859
C -1.5398 6.3234 2.4633
H -0.5115 6.9979 4.2252
H 1.6297 5.9019 3.5448
H 1.6958 4.6590 1.3979
H -2.2341 5.4873 0.6004
H -2.4874 6.7789 2.7158
C -1.1726 6.7871 -4.8702
C -2.4471 6.2944 -4.6409
C -2.7482 5.8104 -3.3768
N -1.8798 5.7902 -2.3685
C -0.6586 6.2658 -2.6025
C -0.2579 6.7731 -3.8298
H -0.8970 7.1739 -5.8428
H -3.1939 6.2830 -5.4229
H -3.7352 5.4158 -3.1590
H 0.0272 6.2301 -1.7624
H 0.7482 7.1465 -3.9629
C 13.3826 -1.7970 3.2009
C 13.1260 -0.4562 3.4402
C 11.8055 -0.0453 3.5437
N 10.7659 -0.8679 3.4229
C 11.0284 -2.1530 3.1909
C 12.3117 -2.6662 3.0738
H 14.3996 -2.1575 3.1149
H 13.9305 0.2588 3.5454
H 11.5652 0.9954 3.7329
H 10.1647 -2.8014 3.0915
H 12.4600 -3.7210 2.8881
C -0.5731 11.2924 5.5761
C 0.6163 10.6927 5.1939
C 0.6520 10.0085 3.9879
N -0.3950 9.8927 3.1749
C -1.5303 10.4728 3.5552
C -1.6717 11.1816 4.7394
H -0.6423 11.8363 6.5092
H 1.4994 10.7523 5.8150
H 1.5645 9.5264 3.6533
H -2.3681 10.3618 2.8752
H -2.6199 11.6336 4.9960
C -10.0900 -0.3519 -4.6612
C -9.4896 0.8424 -5.0272
C -8.1049 0.9023 -5.0613
N -7.3141 -0.1249 -4.7580
C -7.9041 -1.2650 -4.4088
C -9.2805 -1.4311 -4.3452
H -11.1665 -0.4324 -4.6118
H -10.0832 1.7120 -5.2738
H -7.5992 1.8211 -5.3406
H -7.2378 -2.0863 -4.1646
H -9.7028 -2.3821 -4.0504
C -12.0022 2.5481 -0.0231
C -10.8211 1.9938 -0.4886
C -10.8428 1.3098 -1.6950
N -11.9401 1.1535 -2.4324
C -13.0680 1.6904 -1.9718
C -13.1524 2.3945 -0.7803
H -12.0263 3.0901 0.9134
H -9.8992 2.0877 0.0685
H -9.9376 0.8644 -2.0947
H -13.9473 1.5471 -2.5902
H -14.0967 2.8101 -0.4569
C 7.3337 -5.0351 6.7312
C 7.3777 -6.0832 5.8253
C 8.2868 -6.0158 4.7805
N 9.1227 -4.9961 4.5973
C 9.0668 -3.9965 5.4743
C 8.1971 -3.9667 6.5539
H 6.6370 -5.0505 7.5593
H 6.7210 -6.9366 5.9233
H 8.3511 -6.8172 4.0528
H 9.7586 -3.1806 5.3016
H 8.1977 -3.1253 7.2326
C -3.6593 -7.8150 -2.9685
C -4.0897 -6.5002 -2.8936
C -5.4410 -6.2417 -3.0692
N -6.3522 -7.1823 -3.3092
C -5.9217 -8.4393 -3.3803
C -4.5940 -8.8072 -3.2172
H -2.6139 -8.0587 -2.8309
H -3.3982 -5.6922 -2.7046
H -5.8168 -5.2248 -3.0154
H -6.6810 -9.1883 -3.5778
H -4.3041 -9.8471 -3.2828
```

***

What largest force on an atom values result from the calculations? In sequence: 4.4; 2.5; 1.7 eV/A.
What E_tot values result from the calculations? In sequence: -9150.0754; -9378.2579; -4221.4785 hartree.